No. 1
C12H26F3IInNO2S as an isolated structure. Source: the OMol25 dataset; level of theory: ωB97M-V/def2-TZVPD.

XYZ file:
```
47
Properties=species:S:1:pos:R:3:mulliken_charge:R:1
I -1.96 -1.45 3.78 -0.4151
In -0.36 -2.31 5.91 0.5980
S 1.95 -2.75 4.91 0.6103
F 3.55 -1.04 3.57 -0.2399
F 1.88 -0.09 4.59 -0.2376
F 3.60 -0.78 5.72 -0.2315
O 2.74 -3.40 5.94 -0.6296
O 1.96 -3.31 3.57 -0.5844
N -0.80 0.58 -0.92 0.7363
C -1.91 -0.30 -0.40 -0.7834
C -1.24 -1.62 -0.10 -0.6934
C 0.72 -0.59 -2.74 -0.8970
C -2.65 2.53 -2.86 -1.1541
C -0.50 0.25 -2.38 -0.5766
C -1.15 2.04 -0.77 -0.7942
C -2.49 2.49 -1.34 -0.4556
C 2.14 1.45 -3.43 -1.1855
C 0.32 0.24 0.04 -0.8176
C 2.11 0.07 -2.78 -0.3956
C 2.81 -1.07 4.69 0.6585
C 0.17 -1.24 0.40 -0.1950
H 2.55 0.13 -1.78 0.3233
H -3.55 3.09 -3.11 0.4290
H 1.27 0.54 -0.38 0.2338
H -2.27 0.17 0.52 0.3858
H -1.16 2.23 0.30 0.4147
H -1.17 -2.24 -1.00 0.2434
H 3.15 1.85 -3.42 0.4102
H 0.24 -1.35 1.48 -0.0964
H 0.94 -1.86 -0.04 0.2567
H -0.32 2.60 -1.20 0.5335
H -1.39 -0.26 -2.74 0.1264
H 2.76 -0.60 -3.34 0.4210
H -0.45 1.20 -2.90 0.4602
H -1.80 3.04 -3.34 0.2911
H 0.76 -1.51 -2.16 0.1247
H -2.62 3.51 -0.96 0.4179
H -3.30 1.91 -0.89 0.2558
H 1.51 2.18 -2.90 0.2330
H -1.04 -3.76 6.55 -0.2274
H -0.16 -0.97 7.00 -0.2360
H -2.72 -0.35 -1.12 0.4948
H -2.75 1.54 -3.30 0.2578
H 1.80 1.41 -4.47 0.3105
H -1.79 -2.19 0.64 0.4429
H 0.14 0.85 0.93 0.6142
H 0.50 -0.91 -3.77 0.5625
```

Results
Highest occupied orbital energy, hartree: -0.2967
LUMO level, eV: -0.31
M, g/mol: 547.1
Total charge: 0

***

No. 2
C12H26FeN4O7 as an isolated structure in a non-equilibrium geometry. Source: the OMol25 dataset; level of theory: ωB97M-V/def2-TZVPD.

XYZ file:
```
50
Properties=species:S:1:pos:R:3:mulliken_spin:R:1
Fe 0.45 0.53 -0.48 2.5367
O 2.53 2.30 -0.19 0.0273
O -1.65 -1.53 0.46 0.2537
O -2.33 0.91 0.51 0.0375
O 1.32 0.01 1.78 -0.0245
O 0.21 0.52 -2.56 0.0145
O -1.14 -1.19 -3.80 -0.0017
O 2.93 -0.28 -1.11 0.0168
N -1.07 1.38 0.29 0.2381
N 1.15 2.19 -0.19 0.2599
N 1.74 -0.73 -0.82 -0.1174
N -0.49 -1.25 -0.08 0.2503
C -0.91 2.65 0.75 0.1589
C -2.01 3.44 1.44 -0.0013
C 1.45 -2.05 -0.99 0.1997
C 0.60 -1.59 3.37 0.0002
C -0.45 -3.71 -0.41 0.0075
C 2.46 -2.90 -1.64 0.0040
C 0.66 -0.20 2.81 0.0109
C -2.59 -1.62 -3.80 0.0005
C 0.16 -2.36 -0.50 -0.1189
C 0.44 3.11 0.47 0.2129
C -0.11 0.83 3.58 0.0149
C 1.13 4.37 0.84 -0.0193
H -3.32 -0.84 -4.24 -0.0001
H 1.63 4.32 1.83 0.0184
H -2.66 -2.38 -4.66 0.0001
H 2.84 1.40 -0.45 0.0005
H -2.95 2.87 1.26 0.0046
H -2.86 -1.84 -2.72 -0.0003
H 2.49 -3.88 -1.22 0.0083
H -1.98 4.46 1.00 0.0038
H -1.81 3.63 2.54 0.0094
H -0.61 -1.10 -4.63 -0.0012
H 0.68 1.22 -3.03 -0.0059
H 0.36 5.14 0.83 -0.0006
H 0.55 -1.60 4.45 -0.0003
H 3.46 -2.48 -1.69 0.0028
H -0.52 0.04 -3.16 -0.0009
H 0.23 1.82 3.26 -0.0105
H 1.85 4.69 0.07 0.0093
H 0.05 0.71 4.67 0.0016
H -2.13 -0.14 0.47 -0.0015
H -1.42 -3.67 -0.90 -0.0073
H 0.15 -4.47 -0.94 0.0009
H -0.61 -3.98 0.64 -0.0080
H 1.47 -2.18 3.09 0.0009
H -1.19 0.69 3.38 -0.0013
H -0.31 -2.11 3.03 0.0021
H 2.15 -3.11 -2.65 0.0140
```

Results
Energy relative to the best compared isomer or geometry (same formula, charge and spin), kJ/mol: 0.0
Highest occupied orbital energy (spin up / spin down), hartree: -0.1945 / -0.2524
LUMO level (spin up / spin down), eV: 0.14 / -1.12
M, g/mol: 394.2
2S+1: 5
Total charge: 0

***

No. 3
One molecule with the formula C12H26N6O3 in a non-equilibrium geometry. Source: the OMol25 dataset; level of theory: ωB97M-V/def2-TZVPD.

XYZ file:
```
47
Properties=species:S:1:pos:R:3:mulliken_charge:R:1
O 0.33 3.20 -0.68 -0.6085
O 2.42 0.31 1.56 -0.6768
O -1.92 3.10 -0.82 -0.5210
N 0.46 1.17 0.96 -0.2681
N 7.03 -0.64 0.98 -0.5755
N 1.92 0.66 -1.81 -0.5777
N -5.53 -0.54 0.33 -0.1647
N -6.60 -2.02 -1.05 -0.5197
N -4.83 -2.83 0.11 -0.7525
C 2.76 -1.35 -0.63 -1.1591
C -0.79 1.29 0.21 0.6979
C -3.16 0.40 0.27 0.0231
C -5.59 -1.83 -0.11 0.5257
C 1.73 -0.24 -0.71 0.2701
C 5.31 -1.91 -0.45 -0.3543
C -0.90 2.64 -0.41 0.0414
C 6.68 -1.31 -0.32 -0.7399
C -4.38 -0.03 1.08 -1.3667
C 1.56 0.39 0.71 0.3414
C -1.99 0.88 1.07 -0.9196
C 4.17 -0.84 -0.21 -0.5256
H 7.42 -2.11 -0.48 0.3975
H -4.73 0.79 1.67 0.2874
H 0.92 2.76 -0.03 0.4864
H -4.09 -0.83 1.79 0.3714
H 6.82 -0.53 -1.13 0.2903
H -0.78 0.54 -0.65 0.0509
H -2.28 1.63 1.81 0.3746
H 4.20 -0.45 0.81 0.2776
H 0.73 -0.70 -0.94 0.3280
H 7.29 -1.31 1.67 0.2414
H -3.40 1.24 -0.40 0.3223
H 1.06 1.15 -2.01 0.3173
H -2.84 -0.47 -0.35 0.2984
H -6.63 -3.00 -1.28 0.2739
H -1.65 0.01 1.66 0.3341
H 5.25 -2.78 0.26 0.2779
H 2.87 -1.83 -1.60 0.4472
H 5.24 -2.31 -1.48 0.2878
H 0.42 1.51 1.90 0.1915
H 2.67 1.39 -1.68 0.2759
H 2.39 -2.19 -0.03 0.4001
H -6.05 0.10 -0.27 0.2812
H 6.24 -0.11 1.34 0.2604
H -4.15 -2.60 0.87 0.2580
H -7.50 -1.64 -0.82 0.2359
H 4.38 -0.01 -0.90 0.2625
```

Results
Energy relative to the best compared isomer or geometry (same formula, charge and spin), kJ/mol: 108.5
Highest occupied orbital energy, hartree: -0.3309
SMILES string: [H]/N=C(/N)NCCC[C@H](NC(=O)[C@@H](N)CCCCN)C(=O)O
LUMO level, eV: 0.39
M, g/mol: 302.4
Total charge: 0

***

No. 4
C12H26N6O6RuS as an isolated structure in a non-equilibrium geometry. Source: the OMol25 dataset; level of theory: ωB97M-V/def2-TZVPD.

XYZ file:
```
52
Properties=species:S:1:pos:R:3:mulliken_spin:R:1
Ru -0.81 -0.23 -0.56 2.5575
S 0.88 -1.93 -0.55 0.1453
O -2.58 -0.17 -1.41 0.2206
O -4.05 0.85 0.06 0.0359
O 1.32 1.98 0.03 0.0123
O -1.16 -0.99 -3.52 0.0190
O -2.52 -2.59 -0.08 0.4365
O 0.51 0.90 2.04 0.2864
N -0.46 -0.21 -2.56 0.0576
N 0.72 1.18 -0.88 -0.0461
N 2.32 -1.56 1.73 0.0246
N -0.43 0.18 1.48 0.1979
N 3.27 -0.75 0.00 0.0230
N -2.00 -1.57 0.44 0.0048
C -2.31 2.15 -0.07 0.8890
C 4.23 -0.48 1.05 0.0022
C 1.31 1.22 -2.10 -0.0236
C 3.52 -1.03 2.29 -0.0003
C -1.28 0.06 3.78 0.0126
C 0.58 0.45 -3.08 0.0439
C 2.17 -1.39 0.42 0.0478
C -3.45 -1.85 2.38 0.0027
C -1.33 -0.32 2.35 -0.0727
C 0.95 0.22 -4.47 0.0020
C 2.57 1.90 -2.40 0.0009
C -2.25 -1.23 1.76 0.1338
H 1.06 1.58 0.98 -0.0040
H 1.59 -2.04 2.31 -0.0033
H -4.84 1.35 0.00 -0.0029
H 3.06 2.21 -1.48 -0.0003
H -1.45 2.80 0.38 0.0057
H 4.44 0.60 1.13 0.0007
H 2.41 2.78 -3.03 -0.0014
H 3.25 1.24 -2.97 0.0017
H -1.66 -1.64 -2.98 -0.0041
H -0.28 -0.10 4.17 -0.0046
H -1.52 1.12 3.91 -0.0086
H 5.19 -1.00 0.85 0.0012
H -3.42 -1.77 3.47 0.0035
H -4.36 -1.33 2.03 0.0088
H 1.69 -0.60 -4.57 0.0017
H -3.45 0.38 -0.73 -0.0246
H 3.31 -0.23 3.01 0.0018
H 0.07 -0.08 -5.08 0.0019
H -2.62 0.24 -2.33 -0.0075
H 4.12 -1.80 2.78 0.0016
H 1.40 1.11 -4.92 0.0010
H -2.00 -0.51 4.36 0.0015
H -3.52 -2.90 2.08 0.0079
H 3.47 -0.59 -1.00 -0.0036
H -2.51 2.36 -1.10 0.0107
H -3.13 1.99 0.59 0.0020
```

Results
Energy relative to the best compared isomer or geometry (same formula, charge and spin), kJ/mol: 361.7
Highest occupied orbital energy (spin up / spin down), hartree: -0.3590 / -0.3992
LUMO level (spin up / spin down), eV: -4.10 / -5.21
M, g/mol: 483.5
2S+1: 6
Total charge: +1

***

No. 5
C12H26NO3P2Sn as an isolated structure in a non-equilibrium geometry. Source: the OMol25 dataset; level of theory: ωB97M-V/def2-TZVPD.

XYZ file:
```
45
Properties=species:S:1:pos:R:3:mulliken_charge:R:1
Sn 0.00 0.00 0.99 1.6586
P 2.25 -0.42 0.65 0.3992
P -2.26 0.43 0.60 0.4198
O -0.19 -4.10 -0.83 -0.6161
O 0.00 0.00 2.99 -0.3844
O -2.05 -2.16 -3.34 -0.6066
N 0.25 1.07 -0.90 -0.1280
C 3.62 -0.35 1.94 -1.1429
C 2.79 -1.82 -0.48 -1.3280
C -3.42 -0.98 0.75 -1.1680
C 1.65 2.19 -2.51 -0.8715
C 0.00 0.00 4.41 -0.6287
C 2.65 1.09 -0.43 -1.1832
C -2.12 0.82 -1.16 -1.3849
C -0.75 2.07 -2.85 -0.9766
C 0.52 2.49 -3.28 -0.3878
C -3.03 1.89 1.37 -1.1857
C -0.84 1.35 -1.65 1.3538
C 1.47 1.46 -1.33 0.6671
H 3.55 0.89 -1.02 0.6000
H -4.36 -0.76 0.25 0.4495
H 0.00 1.05 4.78 0.3376
H 4.60 -0.27 1.46 0.4311
H -2.27 -1.22 -3.03 0.3109
H -0.91 -0.52 4.78 0.3094
H -2.39 2.77 1.25 0.3766
H 3.61 -1.25 2.55 0.4217
H 3.48 0.51 2.59 0.3928
H 0.91 -0.52 4.78 0.3117
H -1.63 2.28 -3.43 0.5149
H 2.63 2.50 -2.83 0.5271
H 2.86 1.94 0.22 0.4561
H 0.62 3.05 -4.20 0.5037
H -3.62 -1.18 1.80 0.4268
H 2.71 -2.78 0.03 0.4463
H -0.28 -1.42 1.46 0.0166
H -3.03 1.08 -1.68 0.5978
H 0.56 -3.49 -0.59 0.2271
H -2.72 -2.43 -4.04 0.3417
H -4.00 2.10 0.93 0.4494
H -0.71 -3.66 -1.61 0.3422
H 2.16 -1.85 -1.37 0.4532
H -2.99 -1.89 0.32 0.3846
H -3.17 1.72 2.44 0.4223
H 3.83 -1.68 -0.79 0.4430
```

Results
Energy relative to the best compared isomer or geometry (same formula, charge and spin), kJ/mol: 307.1
Highest occupied orbital energy (spin up / spin down), hartree: -0.6934 / -0.6913
LUMO level (spin up / spin down), eV: -12.11 / -13.71
M, g/mol: 413.0
Total charge: +3

***

Copy entry 5 word for word.
C12H26NO3P2Sn as an isolated structure in a non-equilibrium geometry. Source: the OMol25 dataset; level of theory: ωB97M-V/def2-TZVPD.

XYZ file:
```
45
Properties=species:S:1:pos:R:3:mulliken_charge:R:1
Sn 0.00 0.00 0.99 1.6586
P 2.25 -0.42 0.65 0.3992
P -2.26 0.43 0.60 0.4198
O -0.19 -4.10 -0.83 -0.6161
O 0.00 0.00 2.99 -0.3844
O -2.05 -2.16 -3.34 -0.6066
N 0.25 1.07 -0.90 -0.1280
C 3.62 -0.35 1.94 -1.1429
C 2.79 -1.82 -0.48 -1.3280
C -3.42 -0.98 0.75 -1.1680
C 1.65 2.19 -2.51 -0.8715
C 0.00 0.00 4.41 -0.6287
C 2.65 1.09 -0.43 -1.1832
C -2.12 0.82 -1.16 -1.3849
C -0.75 2.07 -2.85 -0.9766
C 0.52 2.49 -3.28 -0.3878
C -3.03 1.89 1.37 -1.1857
C -0.84 1.35 -1.65 1.3538
C 1.47 1.46 -1.33 0.6671
H 3.55 0.89 -1.02 0.6000
H -4.36 -0.76 0.25 0.4495
H 0.00 1.05 4.78 0.3376
H 4.60 -0.27 1.46 0.4311
H -2.27 -1.22 -3.03 0.3109
H -0.91 -0.52 4.78 0.3094
H -2.39 2.77 1.25 0.3766
H 3.61 -1.25 2.55 0.4217
H 3.48 0.51 2.59 0.3928
H 0.91 -0.52 4.78 0.3117
H -1.63 2.28 -3.43 0.5149
H 2.63 2.50 -2.83 0.5271
H 2.86 1.94 0.22 0.4561
H 0.62 3.05 -4.20 0.5037
H -3.62 -1.18 1.80 0.4268
H 2.71 -2.78 0.03 0.4463
H -0.28 -1.42 1.46 0.0166
H -3.03 1.08 -1.68 0.5978
H 0.56 -3.49 -0.59 0.2271
H -2.72 -2.43 -4.04 0.3417
H -4.00 2.10 0.93 0.4494
H -0.71 -3.66 -1.61 0.3422
H 2.16 -1.85 -1.37 0.4532
H -2.99 -1.89 0.32 0.3846
H -3.17 1.72 2.44 0.4223
H 3.83 -1.68 -0.79 0.4430
```

Results
Energy relative to the best compared isomer or geometry (same formula, charge and spin), kJ/mol: 307.1
Highest occupied orbital energy (spin up / spin down), hartree: -0.6934 / -0.6913
LUMO level (spin up / spin down), eV: -12.11 / -13.71
M, g/mol: 413.0
Total charge: +3

***

Q: What is the total charge in the fifth record?
A: +3

***

Copy entry 5 word for word.
C12H26NO3P2Sn as an isolated structure in a non-equilibrium geometry. Source: the OMol25 dataset; level of theory: ωB97M-V/def2-TZVPD.

XYZ file:
```
45
Properties=species:S:1:pos:R:3:mulliken_charge:R:1
Sn 0.00 0.00 0.99 1.6586
P 2.25 -0.42 0.65 0.3992
P -2.26 0.43 0.60 0.4198
O -0.19 -4.10 -0.83 -0.6161
O 0.00 0.00 2.99 -0.3844
O -2.05 -2.16 -3.34 -0.6066
N 0.25 1.07 -0.90 -0.1280
C 3.62 -0.35 1.94 -1.1429
C 2.79 -1.82 -0.48 -1.3280
C -3.42 -0.98 0.75 -1.1680
C 1.65 2.19 -2.51 -0.8715
C 0.00 0.00 4.41 -0.6287
C 2.65 1.09 -0.43 -1.1832
C -2.12 0.82 -1.16 -1.3849
C -0.75 2.07 -2.85 -0.9766
C 0.52 2.49 -3.28 -0.3878
C -3.03 1.89 1.37 -1.1857
C -0.84 1.35 -1.65 1.3538
C 1.47 1.46 -1.33 0.6671
H 3.55 0.89 -1.02 0.6000
H -4.36 -0.76 0.25 0.4495
H 0.00 1.05 4.78 0.3376
H 4.60 -0.27 1.46 0.4311
H -2.27 -1.22 -3.03 0.3109
H -0.91 -0.52 4.78 0.3094
H -2.39 2.77 1.25 0.3766
H 3.61 -1.25 2.55 0.4217
H 3.48 0.51 2.59 0.3928
H 0.91 -0.52 4.78 0.3117
H -1.63 2.28 -3.43 0.5149
H 2.63 2.50 -2.83 0.5271
H 2.86 1.94 0.22 0.4561
H 0.62 3.05 -4.20 0.5037
H -3.62 -1.18 1.80 0.4268
H 2.71 -2.78 0.03 0.4463
H -0.28 -1.42 1.46 0.0166
H -3.03 1.08 -1.68 0.5978
H 0.56 -3.49 -0.59 0.2271
H -2.72 -2.43 -4.04 0.3417
H -4.00 2.10 0.93 0.4494
H -0.71 -3.66 -1.61 0.3422
H 2.16 -1.85 -1.37 0.4532
H -2.99 -1.89 0.32 0.3846
H -3.17 1.72 2.44 0.4223
H 3.83 -1.68 -0.79 0.4430
```

Results
Energy relative to the best compared isomer or geometry (same formula, charge and spin), kJ/mol: 307.1
Highest occupied orbital energy (spin up / spin down), hartree: -0.6934 / -0.6913
LUMO level (spin up / spin down), eV: -12.11 / -13.71
M, g/mol: 413.0
Total charge: +3